The following is a DFT calculation (the ωB97M-V functional and the def2-TZVPD basis) of an isolated molecule of C5H12O.

XYZ file:
```
18
Properties=species:S:1:pos:R:3:forces:R:3
H -1.308064 -0.801705 -3.309898 -0.07 0.07 0.13
H 1.255366 -1.129784 1.062764 -0.01 0.16 0.00
O -1.354392 0.386121 -1.593925 -0.02 0.06 0.03
H -0.084963 1.557407 0.417581 0.02 -0.14 0.01
C 1.213597 -0.032709 1.119111 0.04 -0.03 -0.05
C -1.931027 -0.581832 -2.428482 -0.17 -0.18 -0.21
C -0.034552 0.461141 0.391681 -0.02 0.02 0.02
H -2.892670 -0.186488 -2.764715 0.13 -0.08 0.01
H -0.932849 0.094338 0.905879 0.13 0.05 -0.05
C 1.236800 0.401676 2.582203 0.01 0.02 0.06
C -0.109669 -0.004472 -1.052500 0.22 -0.08 0.14
H -2.106260 -1.524680 -1.885202 0.03 0.14 -0.09
H 2.117582 0.013138 3.104221 -0.13 0.06 -0.07
H -0.001319 -1.100483 -1.090463 -0.05 0.13 0.01
H 0.711430 0.424114 -1.650497 -0.12 -0.07 0.08
H 1.249380 1.494426 2.666988 0.00 -0.15 -0.01
H 2.113929 0.335396 0.608266 -0.12 -0.04 0.06
H 0.345687 0.039130 3.108638 0.14 0.05 -0.07
```
Positions in Å, forces in eV/Å.

Its SMILES is CCCCOC. The calculation puts the orbital gap at 10.8 eV. The relative energy (zero: lowest compared OMol25 entry of this formula, charge and spin) comes out at 16.8 kcal/mol. The largest force on an atom comes out at 0.33 eV/Å. Its HOMO energy is -9.686 eV.